# 1
{
  "formula": "C6H10BrO3",
  "method": "ωB97M-V/def2-TZVPD",
  "elements": ["C", "C", "C", "C", "C", "O", "Br", "C", "O", "O", "H", "H", "H", "H", "H", "H", "H", "H", "H", "H"],
  "positions_angstrom": [[-0.5211, -1.2374, 0.7506], [0.3678, -0.1042, 0.3055], [1.7733, -0.6380, -0.0741], [0.5912, 0.8926, 1.4281], [-0.3294, 0.4052, -1.0129], [-0.3732, -0.3519, -2.1283], [0.5530, 2.1982, -1.5022], [-1.8328, 0.8296, -0.7802], [-2.4803, 0.3907, -1.7848], [-2.2952, 1.5060, 0.1465], [-1.4356, -0.8804, 0.9415], [-0.1098, -1.4842, 1.6695], [-0.6485, -2.0244, -0.0957], [2.5859, 0.1135, -0.3762], [2.0783, -1.2690, 0.6424], [1.8214, -1.3705, -0.9457], [1.0341, 1.9450, 1.2021], [1.1409, 0.3436, 2.3083], [-0.4953, 1.0527, 1.7583], [-1.4246, -0.3168, -2.4526]],
  "atomic_forces_ev_per_a": [[2.2, -1.5, -3.1], [2.0, 0.1, -3.2], [0.1, 1.0, -4.4], [-1.7, 0.9, 1.9], [-1.1, 1.0, 0.3], [1.1, -1.1, 0.3], [0.3, 0.3, -0.2], [-1.0, 0.5, -1.0], [-1.4, 0.0, 0.1], [1.0, -0.6, 0.0], [-3.7, 1.4, 0.7], [0.7, -1.8, 1.7], [0.6, 1.0, 1.8], [-1.4, -0.7, 0.9], [1.5, -1.8, 3.3], [-0.8, 1.0, 0.5], [-0.6, -2.3, 0.2], [-0.8, 1.1, -1.6], [1.6, 0.4, 0.1], [1.3, 1.0, 1.7]],
  "largest_force_ev_per_a": 4.49,
  "smiles": "CC(C)(C)[C@](O)(Br)C(=O)[O-]",
  "multiplicity": 1,
  "charge": -1,
  "relative_energy_kcal_mol": 22.6
}


# 2
{
  "formula": "C6H10Cl2",
  "method": "ωB97M-V/def2-TZVPD",
  "elements": ["C", "C", "C", "Cl", "H", "H", "H", "H", "H", "C", "C", "C", "Cl", "H", "H", "H", "H", "H"],
  "positions_angstrom": [[-3.3027, -1.0469, -0.2831], [-2.1347, -0.7284, 0.5577], [-1.3006, 0.2077, 0.2026], [-1.3940, 1.0127, -1.3255], [-4.1922, -0.5019, 0.1335], [-3.7119, -2.0489, -0.0857], [-3.0645, -0.8632, -1.3072], [-1.9811, -1.0841, 1.5586], [-0.4258, 0.5528, 0.7430], [1.6385, 0.2939, 1.1335], [2.2786, 0.1332, -0.0115], [3.2182, 1.0246, -0.7313], [1.6257, -1.0973, -1.1548], [0.8160, -0.4296, 1.3575], [1.6089, 1.0766, 1.8727], [2.6374, 1.2154, -1.7070], [3.5445, 1.8174, -0.0585], [4.1396, 0.4660, -0.8945]],
  "atomic_forces_ev_per_a": [[-1.8, -1.0, 2.0], [-0.3, 0.3, 0.3], [1.3, 1.0, -0.4], [0.0, 0.3, -0.3], [0.8, 0.4, -0.9], [0.7, -0.2, -0.5], [-0.5, 0.1, -0.6], [-0.2, -0.6, 0.3], [-0.8, -0.1, -0.1], [-1.5, -1.7, 0.4], [-1.1, 0.1, -0.4], [-0.4, -0.7, -0.4], [0.5, 0.1, 0.8], [1.3, 0.3, -0.1], [1.0, 0.5, -0.2], [1.5, 0.6, 1.4], [-0.5, 0.6, -0.5], [0.0, -0.1, -0.6]],
  "largest_force_ev_per_a": 2.84,
  "smiles": "C/C=C\\Cl.C=C(C)Cl",
  "multiplicity": 1,
  "relative_energy_kcal_mol": 47.8
}


# 3
{
  "formula": "C6H10Cl2FN4",
  "method": "ωB97M-V/def2-TZVPD",
  "elements": ["C", "C", "F", "C", "N", "N", "N", "N", "C", "Cl", "C", "C", "Cl", "H", "H", "H", "H", "H", "H", "H", "H", "H", "H"],
  "positions_angstrom": [[2.7158, 1.5936, -0.4614], [2.0187, 0.6935, 0.5280], [2.9505, 0.0989, 1.3540], [1.2981, -0.4352, -0.1394], [1.8443, -1.2091, -1.0619], [0.9603, -2.1371, -1.3808], [-0.1112, -1.9219, -0.6929], [0.0429, -0.8636, 0.1042], [-0.9414, -0.3696, 1.0651], [-0.8177, -1.2973, 2.5614], [-2.3434, -0.3377, 0.5012], [-2.4927, 0.6346, -0.6562], [-2.9059, -1.9637, 0.0497], [3.5999, 1.0951, -0.8374], [2.0594, 1.9172, -1.2620], [3.0389, 2.4807, 0.0722], [1.3523, 1.2590, 1.1741], [-0.9438, -2.5077, -0.7581], [-0.6539, 0.6418, 1.3067], [-2.9857, -0.0026, 1.3065], [-2.0176, 0.2737, -1.5620], [-3.5537, 0.7462, -0.8400], [-2.1140, 1.6114, -0.3709]],
  "atomic_forces_ev_per_a": [[0.1, 0.3, 0.4], [0.2, 0.1, 0.1], [0.0, -0.1, 0.1], [-0.5, -0.1, 0.1], [-0.2, -0.6, -0.3], [0.1, 0.4, 0.1], [1.0, -0.2, -0.3], [0.5, 0.3, -0.2], [-0.1, -0.4, 0.4], [0.0, -0.1, 0.0], [-0.1, 0.5, -0.2], [-0.2, -0.3, 0.2], [-0.5, -0.2, 0.1], [0.0, -0.2, -0.3], [-0.1, -0.1, -0.2], [0.1, 0.1, 0.1], [-0.2, 0.0, 0.0], [-0.2, 0.2, 0.2], [0.1, 0.3, -0.1], [-0.1, -0.1, 0.2], [0.1, 0.1, -0.2], [-0.2, 0.0, -0.2], [0.2, 0.1, 0.0]],
  "largest_force_ev_per_a": 1.03,
  "smiles": "C[C@H](F)c1nn[nH][n+]1[C@H](Cl)[C@@H](C)Cl",
  "multiplicity": 1,
  "charge": 1,
  "relative_energy_kcal_mol": 0.0
}


# 4
{
  "formula": "C6H10Cl3O3P",
  "method": "ωB97M-V/def2-TZVPD",
  "elements": ["C", "C", "C", "C", "C", "C", "O", "O", "O", "P", "Cl", "Cl", "Cl", "H", "H", "H", "H", "H", "H", "H", "H", "H", "H"],
  "positions_angstrom": [[-2.0201, 0.5679, -1.0117], [1.0138, -2.5974, 0.4605], [-0.9418, 0.8859, 0.0275], [0.0542, -1.4855, 0.2154], [0.0237, -0.1775, 0.4691], [1.5033, 0.7305, 1.0921], [3.6603, 2.0151, 0.2522], [2.7595, -0.0610, -1.1101], [1.5235, 2.2376, -1.2572], [2.4398, 1.4169, -0.3665], [0.9612, 2.1373, 1.9530], [-10.1275, 0.3446, 1.0591], [2.5130, -0.1768, 2.1457], [-2.6246, 1.4605, -1.1125], [-2.7918, -0.1674, -0.5659], [-1.4864, 0.2847, -1.9925], [0.6098, -3.4137, -0.1573], [1.1689, -2.8856, 1.5511], [2.1424, -2.4350, 0.1162], [-1.3055, 1.3316, 0.8740], [-0.4891, 1.6277, -0.5388], [2.2853, 0.1449, -1.9244], [-0.8720, -1.7854, -0.1790]],
  "atomic_forces_ev_per_a": [[-0.7, -1.9, 0.8], [2.7, -0.4, 0.2], [-0.4, -2.4, -1.6], [0.3, 1.7, 1.0], [3.8, 1.9, 0.4], [-3.2, -1.4, -2.3], [-0.3, -0.4, -0.6], [-0.2, 1.5, 0.1], [0.9, -1.4, 0.6], [0.5, 0.6, 0.1], [-0.6, 1.0, 0.9], [-0.1, 0.0, 0.0], [0.6, -1.1, 0.6], [0.1, 0.3, -0.5], [1.3, 0.4, -1.3], [-1.3, 0.1, 1.4], [0.4, -0.2, 0.6], [-0.7, 0.2, -1.3], [-2.5, 0.1, 0.4], [-1.3, 1.2, 2.1], [2.1, 1.5, -0.3], [-0.1, -0.6, -0.4], [-1.2, -0.7, -0.8]],
  "largest_force_ev_per_a": 4.29,
  "multiplicity": 1,
  "charge": -2,
  "relative_energy_kcal_mol": 14.0
}


# 5
{
  "formula": "C6H10Cl4CrNO3",
  "method": "ωB97M-V/def2-TZVPD",
  "elements": ["Cr", "Cl", "C", "C", "N", "H", "H", "H", "C", "O", "C", "O", "O", "C", "H", "H", "H", "H", "H", "H", "C", "Cl", "Cl", "Cl", "H"],
  "positions_angstrom": [[3.6072, -2.2699, -1.0298], [1.2062, -1.9952, -1.0703], [-2.4614, -1.8334, 0.3255], [-2.6027, -0.3932, 0.3254], [-2.6696, 0.7522, 0.3580], [-3.1861, -2.2100, -0.3946], [-2.6463, -2.2319, 1.3197], [-1.4435, -2.0028, -0.0259], [1.3997, 1.3513, -0.6311], [1.0836, 2.4719, 0.1714], [1.6039, 2.4583, 1.3964], [2.2484, 1.5599, 1.8705], [1.2796, 3.5832, 1.9743], [1.4849, 3.6670, 3.3810], [1.1184, 0.4944, -0.0226], [2.4629, 1.2982, -0.8862], [0.8529, 1.3270, -1.5688], [2.4739, 3.3872, 3.7469], [0.8487, 2.9511, 3.9051], [1.2557, 4.6821, 3.6808], [-1.5220, -3.4347, -3.2660], [-0.5880, -3.3865, -4.7695], [-2.6598, -4.7513, -3.2111], [-2.3899, -1.8897, -3.0649], [-0.7566, -3.5852, -2.5143]],
  "atomic_forces_ev_per_a": [[-2.8, 0.5, 0.1], [2.8, -0.5, -0.1], [-0.1, 0.3, -0.3], [-0.1, 0.7, 0.4], [0.0, 0.0, -0.1], [0.1, -0.4, 0.1], [0.1, -0.1, 0.0], [-0.1, -0.5, 0.1], [-0.1, -0.8, 0.6], [0.1, 0.5, -1.0], [-0.1, -0.2, -0.3], [0.3, -0.5, 0.1], [-0.1, 0.7, 0.4], [0.0, -0.5, 1.0], [0.2, -0.3, -0.4], [0.1, 0.2, 0.2], [-0.4, 0.6, 0.2], [0.3, 0.2, -0.7], [-0.4, 0.2, -0.2], [-0.1, 0.0, -0.1], [0.1, 0.4, -0.3], [-0.1, -0.1, -0.2], [0.0, -0.3, 0.0], [0.4, -0.2, 0.1], [-0.4, 0.2, 0.4]],
  "largest_force_ev_per_a": 2.85,
  "multiplicity": 5,
  "charge": 1,
  "relative_energy_kcal_mol": 59.1,
  "s_squared": 6.101
}


# 6
{
  "formula": "C6H10ClFO3",
  "method": "ωB97M-V/def2-TZVPD",
  "elements": ["C", "C", "C", "C", "C", "C", "O", "O", "O", "F", "Cl", "H", "H", "H", "H", "H", "H", "H", "H", "H", "H"],
  "positions_angstrom": [[0.5582, 1.3932, 0.3587], [-0.6204, 0.3431, 0.1430], [1.1451, -0.7749, -0.9087], [1.9592, 0.1163, 0.0874], [1.7894, -2.1588, -1.2066], [-1.6366, 0.8804, -0.8786], [-0.0762, -0.9139, -0.1755], [0.6214, 2.0669, 1.5767], [-2.0600, 2.1735, -0.4613], [2.2824, -0.5972, 1.2651], [3.3183, 0.9707, -0.6307], [0.6281, 2.0323, -0.4798], [-1.0646, 0.1972, 1.1827], [0.9292, -0.2369, -1.8014], [1.1461, -2.8854, -1.6213], [2.3300, -2.7062, -0.3927], [2.4029, -2.0540, -2.0777], [-2.4945, 0.2964, -1.0327], [-1.0571, 0.8926, -1.8406], [1.4900, 2.5034, 1.7137], [-1.3060, 2.6260, -0.0871]],
  "atomic_forces_ev_per_a": [[2.1, -4.0, 0.5], [-0.2, 0.8, 2.8], [0.8, -1.4, 2.5], [-2.9, 1.3, 0.3], [0.4, 0.5, 0.6], [2.5, 1.0, 0.0], [0.1, -0.5, -0.8], [0.1, -0.3, -0.1], [-0.4, -0.5, -0.5], [-0.3, 1.4, -2.0], [0.2, -0.4, 0.4], [0.5, 0.9, -1.1], [0.1, 0.3, -1.3], [0.3, 0.5, -0.9], [-1.7, -0.6, 0.0], [-0.4, 1.1, -0.5], [1.2, 0.5, -0.2], [-1.1, -1.0, 0.1], [-0.6, 0.3, 0.3], [-0.7, -0.4, -0.4], [0.2, 0.3, 0.2]],
  "largest_force_ev_per_a": 4.58,
  "multiplicity": 1,
  "relative_energy_kcal_mol": 30.5
}


# 7
{
  "formula": "C6H10ClN3",
  "method": "ωB97M-V/def2-TZVPD",
  "elements": ["C", "C", "N", "C", "N", "C", "C", "C", "N", "Cl", "H", "H", "H", "H", "H", "H", "H", "H", "H", "H"],
  "positions_angstrom": [[0.0267, 2.5542, 0.1889], [-0.4733, 1.1661, -0.5059], [-1.4522, 1.0978, -1.4535], [-1.5658, -0.1454, -1.9173], [-0.7381, -0.9024, -1.3093], [-0.1516, -0.1476, -0.2842], [0.7692, -0.8515, 0.6632], [0.8910, -2.3045, 0.2929], [0.2527, -0.7389, 2.0087], [2.3919, 0.0312, 0.3174], [-0.1583, 3.4100, -0.5892], [-0.4838, 2.7278, 1.1213], [1.0969, 2.2583, 0.3652], [-1.9048, 1.9875, -1.7874], [-2.2393, -0.4322, -2.6710], [1.5626, -2.9897, 0.8492], [-0.0653, -2.8122, 0.5002], [1.1280, -2.5678, -0.6971], [0.6513, -1.4806, 2.5522], [0.4621, 0.1398, 2.3557]],
  "atomic_forces_ev_per_a": [[-0.2, -2.2, -2.9], [0.1, 1.5, 2.3], [-0.9, 4.3, -0.7], [0.2, 0.4, -0.1], [0.4, -1.7, 2.0], [0.2, -0.3, -2.2], [-0.6, 0.1, -0.4], [-0.4, -2.1, 1.4], [0.4, -1.7, -1.8], [0.3, -0.4, 0.7], [0.7, -1.5, 1.7], [-0.2, 0.2, 0.2], [-0.9, 1.2, -0.2], [0.5, -1.8, 0.3], [-0.6, -0.2, -0.9], [0.3, 1.2, 0.5], [-0.1, 0.6, -0.3], [0.1, 0.5, -1.5], [0.3, 0.0, 0.6], [0.3, 1.9, 1.2]],
  "largest_force_ev_per_a": 4.44,
  "smiles": "Cc1[nH]cnc1[C@](C)(N)Cl",
  "multiplicity": 1,
  "relative_energy_kcal_mol": 0.0
}


# 8
{
  "formula": "C6H10ClN3O3S2",
  "method": "ωB97M-V/def2-TZVPD",
  "elements": ["C", "C", "C", "C", "C", "C", "N", "N", "N", "O", "O", "O", "S", "S", "Cl", "H", "H", "H", "H", "H", "H", "H", "H", "H", "H"],
  "positions_angstrom": [[-2.4327, 2.0167, 0.5851], [-2.9638, 0.8241, 1.0401], [-1.0522, 0.5257, 0.0794], [1.6372, 1.9266, -1.4085], [-2.2643, -1.4898, 1.2307], [1.9396, 0.7284, -0.6059], [-1.3054, 1.8056, -0.0354], [0.8377, -1.6169, 0.1278], [-2.0707, -0.1255, 0.7299], [0.3816, -0.7961, -2.1997], [2.1247, -3.7191, 0.2050], [2.9511, -1.8012, -1.2121], [0.5798, -0.4228, -0.7947], [2.2566, -2.3552, -0.0981], [3.2277, -1.5867, 1.4900], [-2.8632, 2.9247, 0.7184], [-3.9456, 0.6495, 1.5413], [1.5723, 1.6995, -2.3802], [0.7606, 2.5430, -1.1679], [2.3452, 2.7109, -1.1371], [-1.9383, -1.6386, 2.3353], [-3.2128, -1.7468, 1.0509], [-1.5106, -2.1530, 0.6617], [2.0869, 0.9009, 0.3820], [2.8585, 0.1960, -1.1379]],
  "atomic_forces_ev_per_a": [[-1.8, -2.5, 1.0], [-1.4, 1.5, 0.6], [1.7, -1.5, -0.9], [-0.4, 3.4, 3.2], [6.4, -0.6, 0.7], [0.6, -1.4, -4.1], [3.1, -0.7, -1.2], [-0.2, -1.1, 0.7], [0.5, -0.9, 0.3], [-0.2, 1.3, 1.7], [0.0, -1.1, -0.4], [0.3, -1.2, -0.6], [-1.9, 0.8, -1.2], [-0.6, 1.3, 0.8], [0.7, 0.2, 0.8], [-1.0, 2.6, 0.1], [1.3, -0.1, -0.4], [0.2, -0.5, -3.8], [-0.5, -1.0, 0.3], [0.8, -0.3, -0.7], [-0.8, 0.7, -1.8], [-3.5, -1.2, -0.5], [-1.5, 0.8, 0.8], [0.4, 0.3, 3.1], [-2.1, 1.0, 1.6]],
  "largest_force_ev_per_a": 6.46,
  "multiplicity": 1,
  "total_energy_ev": -51185.45167
}